DFT (ωB97M-V/def2-TZVPD) results for a 4-piece molecular cluster, C10H22Cl3N3O3 overall in a non-equilibrium geometry.

Output
- DFT total energy (eV) = -58905.38885
- F_max (eV Å⁻¹) = 2.49
- HOMO (alpha / beta) (Eh) = 0.0233 / -0.2568
- charge = -1
- multiplicity = 2
- energy above the lowest of the compared OMol25 structures with the same formula, charge and spin (kcal/mol) = 0.0
- M (g mol⁻¹) = 338.66

The geometry in XYZ format:
```
41
Properties=species:S:1:pos:R:3:forces:R:3
C -0.06654 6.01380 2.56315 -1.434 1.644 0.571
O -1.18635 5.58980 2.69063 -1.000 -0.576 0.495
N 0.92825 5.43368 1.95364 1.961 1.182 -0.442
C 2.15139 6.24997 1.78008 -0.039 -1.162 0.243
C 0.86360 4.06033 1.62051 0.876 -1.444 -1.264
H 0.21143 7.01791 2.91910 -0.135 0.223 0.126
H 2.92466 5.83605 2.42724 0.408 -0.200 -0.352
H 2.05574 7.28031 2.12267 -0.625 -0.121 -0.118
H 2.44343 6.26158 0.72999 0.178 -0.128 0.091
H 1.48356 3.44856 2.27586 -0.241 -0.086 0.516
H -0.14537 3.65816 1.52925 0.023 0.426 0.460
H 1.32002 3.85704 0.65178 -0.025 0.355 -0.290
C -0.62440 -4.19382 3.34060 -0.477 -2.246 0.958
O -0.47235 -5.36916 3.73171 -0.126 1.705 -0.961
N -0.82906 -3.78725 2.06965 0.279 0.541 1.369
C -0.68415 -2.34057 1.80885 0.168 -0.131 -1.498
C -0.84164 -4.74086 0.98988 0.085 -0.042 -1.211
H -0.73333 -3.41408 4.11024 0.310 0.314 -0.348
H -0.37308 -1.76023 2.67749 -0.324 -0.352 0.087
H -1.53438 -1.89173 1.29528 -0.718 -0.184 0.652
H 0.04085 -2.14548 1.01866 0.679 -0.421 0.175
H -1.02618 -5.79286 1.20745 0.005 0.334 1.046
H -1.63252 -4.48553 0.28461 0.088 0.334 -0.139
H 0.11042 -4.73154 0.45922 0.068 0.198 -0.182
C 0.88379 -1.74885 -2.46562 -1.275 -0.126 1.000
O 0.37074 -1.73987 -1.33650 0.874 -0.068 -1.081
N 0.20644 -2.05613 -3.58233 0.160 -0.704 -1.212
C 0.82907 -2.00538 -4.90857 0.418 0.169 0.544
C -1.15193 -2.55130 -3.63747 -0.969 0.221 0.713
H 1.93461 -1.51560 -2.69706 -0.078 0.159 0.369
H 1.74876 -1.42043 -4.89817 -0.195 0.390 0.154
H 0.10310 -1.56294 -5.59071 0.219 -0.033 -0.182
H 1.17806 -2.97726 -5.25751 -0.479 -0.344 -0.048
H -1.76061 -1.91976 -4.28459 0.069 0.183 -0.161
H -1.28094 -3.57228 -3.99671 0.655 -0.158 -0.250
H -1.66050 -2.55550 -2.67340 0.462 0.286 0.213
C -1.17732 0.97268 -0.23352 0.176 0.581 0.024
Cl 0.53641 1.07761 0.24145 -0.245 -0.556 0.134
Cl -1.47939 2.29507 -1.34478 -0.183 0.208 -0.680
Cl -2.26814 1.19236 1.14963 0.102 -0.423 0.197
H -1.39620 0.03358 -0.74174 0.306 0.054 0.284
```
Forces are in eV/Å.

***

DFT (ωB97M-V/def2-TZVPD) results for C10H22CuIO8 as an isolated structure in a non-equilibrium geometry.

Output
- DFT total energy (eV) = -79846.13191
- F_max (eV Å⁻¹) = 1.57
- HOMO (Eh) = -0.0041
- charge = -2
- multiplicity = 1
- energy above the lowest of the compared OMol25 structures with the same formula, charge and spin (kcal/mol) = 0.0
- M (g mol⁻¹) = 460.73

The geometry in XYZ format:
```
42
Properties=species:S:1:pos:R:3:forces:R:3
Cu -30.08922 -18.22583 12.17387 -0.114 1.517 0.379
C -26.49565 -16.90545 13.19354 1.137 0.147 -0.364
C -27.49375 -16.90590 12.02789 -0.662 0.341 0.310
O -28.70706 -16.38065 12.36186 -0.165 -1.133 0.001
H -26.87125 -17.35520 14.11185 -0.315 0.024 -0.088
H -26.15836 -15.87750 13.37966 -0.302 0.010 0.251
H -25.56662 -17.44325 12.91474 -0.163 -0.078 0.015
H -27.55240 -17.95929 11.65886 0.169 0.035 -0.029
H -27.03504 -16.30447 11.19976 0.304 -0.225 -0.063
C -34.11859 -16.33148 11.86892 -0.406 -0.592 0.219
C -32.97181 -17.25716 11.41819 0.599 0.376 -0.718
O -31.72908 -16.73035 11.49827 0.212 -0.852 0.482
H -35.05055 -16.87663 11.64152 -0.116 0.214 0.143
H -34.14801 -15.37363 11.34740 0.274 -0.013 -0.077
H -34.08602 -16.14574 12.94713 0.044 0.077 -0.041
H -33.24058 -17.48738 10.34010 -0.174 -0.220 0.075
H -33.06844 -18.22674 11.95970 -0.336 0.007 0.055
I -29.58587 -20.27892 14.03282 -0.109 0.218 -0.303
C -27.60260 -20.28558 9.77454 0.067 -0.116 0.182
O -28.68873 -20.53428 8.87045 0.055 -0.145 -0.603
C -29.86855 -20.10043 9.31130 0.272 0.196 0.203
O -30.04992 -19.60803 10.38162 -0.174 0.092 0.362
O -30.79192 -20.28707 8.37324 0.264 -0.332 -0.473
C -32.11470 -19.87748 8.69934 -0.415 0.445 -0.137
H -27.77023 -20.83863 10.69817 0.032 0.210 0.117
H -27.50120 -19.22141 9.97701 -0.120 -0.020 0.133
H -26.69982 -20.64507 9.28552 -0.104 -0.084 -0.145
H -32.73314 -20.76577 8.81711 -0.005 -0.002 0.203
H -32.48794 -19.30298 7.85078 0.044 -0.064 -0.042
H -32.14749 -19.22655 9.57249 0.088 -0.209 0.094
C -29.67469 -13.61697 17.15371 -0.379 -0.140 0.202
O -30.13654 -13.18767 15.88903 0.309 0.263 -0.301
C -30.65812 -14.09831 15.02108 0.045 -0.397 0.456
O -30.88630 -13.81744 13.89515 -0.347 0.215 -0.380
O -30.88298 -15.24573 15.66052 -0.012 0.001 0.023
C -31.53498 -16.31226 14.94780 -0.113 -0.759 0.146
H -30.52682 -13.78351 17.82035 0.100 0.028 0.087
H -29.06241 -12.79958 17.52753 0.077 -0.049 0.092
H -29.11262 -14.54768 17.10182 0.136 0.093 -0.094
H -32.47687 -15.98738 14.51584 0.142 0.218 -0.184
H -31.73192 -17.07134 15.70640 -0.034 0.150 0.102
H -30.90799 -16.79794 14.20235 0.195 0.555 -0.290
```
Forces are in eV/Å.

***

DFT (ωB97M-V/def2-TZVPD) results for C10H22INSi as an isolated structure in a non-equilibrium geometry.

Output
- DFT total energy (eV) = -28188.59866
- F_max (eV Å⁻¹) = 5.32
- HOMO (alpha / beta) (Eh) = -0.2380 / -0.2225
- charge = 0
- multiplicity = 1
- energy above the lowest of the compared OMol25 structures with the same formula, charge and spin (kcal/mol) = 142.9
- M (g mol⁻¹) = 311.28

The geometry in XYZ format:
```
35
Properties=species:S:1:pos:R:3:forces:R:3
C 0.86496 2.07317 -1.81369 -1.507 -4.770 1.816
C -0.18789 1.14814 -2.27080 2.878 2.446 2.125
C 2.83550 1.62483 2.29123 -2.109 0.550 1.197
C -2.21901 -3.88687 0.65661 -0.721 1.198 -2.302
C 1.90231 1.50317 -0.81363 -2.733 0.942 0.980
C -1.14741 1.65090 -3.07286 -1.902 -2.388 -0.659
C 2.36878 0.44361 1.56545 -3.040 -2.738 -1.695
C 1.24645 0.73521 0.48508 2.376 3.542 0.898
C -2.33505 0.78868 -3.48518 1.544 1.609 2.367
C -2.04478 -2.69224 -0.30681 -2.755 1.206 2.022
N -2.67752 0.27961 -0.23310 0.691 -1.411 0.185
Si -2.42329 -1.13555 0.76670 0.629 0.660 -1.201
I -3.58519 1.79743 0.69165 -0.071 0.419 0.196
H 0.82627 3.13208 -1.88596 -0.117 0.773 -0.923
H -0.32374 0.20669 -1.73040 0.364 0.027 -0.630
H 3.69901 1.25489 2.74017 2.249 0.682 0.671
H 2.14529 1.81004 3.18191 0.644 0.192 -1.375
H 2.83679 2.47407 1.60095 0.779 0.155 0.708
H -1.97732 -3.68923 1.63707 0.711 0.615 2.321
H -3.23466 -4.13230 0.60809 -1.470 -1.032 0.196
H -1.58444 -4.62228 0.27503 0.646 -1.786 -0.267
H 2.42953 2.34422 -0.40875 0.426 0.471 0.162
H 2.62364 0.92044 -1.31681 0.667 -1.138 -0.624
H -1.07191 2.65467 -3.33982 -0.060 1.626 -0.666
H -2.82869 1.18718 -4.31371 -0.953 0.681 -1.204
H 1.87340 -0.29577 2.24239 0.198 0.663 -0.146
H 3.10244 -0.22212 1.11112 0.643 0.543 -0.216
H 0.52193 1.40272 1.01089 0.390 -0.158 -0.756
H 0.71992 -0.10964 0.28656 -1.343 -2.538 -1.121
H -2.95306 0.88265 -2.52447 0.382 -0.705 -0.887
H -1.99922 -0.21033 -3.68903 -0.113 -0.586 0.330
H -2.78295 -2.69879 -1.13427 0.957 -0.272 0.126
H -1.04309 -2.76376 -0.48616 2.635 0.497 -1.740
H -3.68763 -1.53985 1.45789 0.315 0.095 0.453
H -1.11886 -1.06347 1.69006 -1.227 -0.072 -0.341
```
Forces are in eV/Å.

***

DFT (ωB97M-V/def2-TZVPD) results for C10H22LiO4 as an isolated structure in a non-equilibrium geometry.

Output
- DFT total energy (eV) = -19120.37644
- F_max (eV Å⁻¹) = 2.62
- HOMO (Eh) = -0.0917
- charge = -1
- multiplicity = 1
- energy above the lowest of the compared OMol25 structures with the same formula, charge and spin (kcal/mol) = 39.5
- M (g mol⁻¹) = 213.22

The geometry in XYZ format:
```
37
Properties=species:S:1:pos:R:3:forces:R:3
Li 0.68558 -0.32834 0.98882 1.431 0.362 1.195
C 3.51693 0.74429 -0.45582 -1.483 -0.812 1.534
O 2.73892 0.29267 0.59495 -0.524 -0.203 -0.490
H 4.15823 -0.02472 -0.88648 0.536 -0.510 -0.371
H 2.84248 1.05897 -1.25217 0.116 0.739 -0.990
H 4.17755 1.54416 -0.12133 0.364 0.696 -0.277
C 0.46182 -0.89980 4.17142 0.882 0.358 -2.442
O 1.08927 -0.42190 3.00344 -0.947 -0.329 0.531
H -0.27390 -1.65651 3.89899 -1.012 -0.265 0.159
H 1.11434 -1.47366 4.82946 0.678 0.038 0.543
H 0.00216 -0.09168 4.74039 -0.397 0.163 0.501
C -0.88696 -2.30606 -2.12473 0.079 -0.574 -0.116
C -1.96043 -2.88150 -1.23165 -0.608 -0.222 0.519
C -1.69275 -2.24154 0.14031 0.801 0.672 -1.484
O -0.33524 -1.69101 -0.02933 -0.035 -0.879 0.790
C 0.31301 -2.23872 -1.21487 -0.688 0.947 0.693
H -1.19685 -1.27837 -2.31428 0.296 -0.045 -0.660
H -0.71648 -2.92334 -3.00676 -0.129 0.355 -0.261
H -1.88477 -3.96725 -1.17240 -0.089 -0.066 -0.043
H -2.96240 -2.59278 -1.54917 -0.056 -0.304 -0.217
H -1.88038 -2.94218 0.95394 0.826 0.063 0.222
H -2.35429 -1.38760 0.28605 0.152 0.129 0.150
H 0.85450 -3.15990 -0.99969 -0.372 -0.337 0.048
H 1.06526 -1.52726 -1.55552 -0.063 0.221 0.266
C 0.26605 3.20702 -0.40980 0.837 0.864 1.395
C -0.85782 2.91104 -1.31498 -1.533 0.594 -1.567
C -1.31310 1.52653 -0.96334 1.319 -1.001 0.317
O -0.62256 1.25840 0.25471 -0.445 -1.616 1.379
C -0.10445 2.42711 0.86837 0.151 1.023 -1.723
H 0.33185 4.27587 -0.20652 0.260 0.106 -0.084
H 1.22107 2.83748 -0.78326 0.017 -0.039 0.053
H -0.63832 3.03167 -2.37581 0.149 -0.088 -0.054
H -1.71176 3.56145 -1.12561 0.058 0.406 0.110
H -0.93959 0.74107 -1.62034 -0.060 0.120 -0.397
H -2.39525 1.40547 -0.91445 -0.167 0.122 0.444
H 0.78664 2.27925 1.47843 -0.280 -0.813 0.068
H -0.89836 2.93168 1.41903 -0.063 0.125 0.259
```
Forces are in eV/Å.

***

DFT (ωB97M-V/def2-TZVPD) results for an isolated ion of composition C10H22N3 and charge +1 in a non-equilibrium geometry.

Output
- DFT total energy (eV) = -15185.87371
- F_max (eV Å⁻¹) = 4.86
- SMILES = CC/C(C)=N/N(C)/[NH+]=C/C(C)(C)C
- HOMO (Eh) = -0.4460
- charge = +1
- multiplicity = 1
- energy above the lowest of the compared OMol25 structures with the same formula, charge and spin (kcal/mol) = 136.4
- M (g mol⁻¹) = 184.31

The geometry in XYZ format:
```
35
Properties=species:S:1:pos:R:3:forces:R:3
C -3.71967 2.08305 -1.61673 -0.702 -4.804 -0.280
C -3.02068 1.41324 -0.41935 -2.193 -1.378 2.043
C -1.65451 1.86909 -0.07181 2.172 1.362 0.370
C -1.34623 3.36291 -0.29048 1.996 -2.401 -0.328
N -0.72663 1.05739 0.31242 -2.956 -1.445 -0.440
N 0.53761 1.28506 0.60726 0.676 3.082 0.748
C 0.99519 2.46922 1.26689 1.897 3.464 1.253
N 1.29698 0.18358 0.72221 -0.234 -4.121 -0.712
C 0.82181 -0.94798 0.28519 -3.028 -0.814 0.158
C 1.47696 -2.30895 0.13688 1.021 0.131 1.425
C 0.76211 -3.35773 1.04458 -0.407 1.564 -0.880
C 2.93078 -2.28477 0.69211 -1.816 2.206 1.405
C 1.51170 -2.78673 -1.31163 0.619 1.407 -2.606
H -3.69485 3.08577 -1.56262 -0.176 3.443 0.086
H -4.77751 1.70631 -1.50569 0.983 0.675 -0.585
H -3.31853 1.73291 -2.58905 -0.209 0.254 0.505
H -3.06586 0.24775 -0.50151 0.071 2.154 0.279
H -3.76496 1.74612 0.49713 2.037 -1.030 -1.774
H -1.14004 3.86191 0.67316 0.088 0.069 -0.990
H -2.15611 3.73153 -0.82040 -1.313 1.361 -0.527
H -0.49807 3.27253 -1.07140 -0.856 0.891 1.550
H 0.27300 2.93613 2.02923 0.617 -0.996 -1.403
H 1.30865 3.28051 0.48953 -0.826 -1.331 1.417
H 1.94366 2.39377 1.92216 -1.324 -0.771 -1.203
H 2.20079 0.12041 1.20396 -0.175 1.135 -0.401
H -0.37740 -0.86443 0.17452 3.029 -0.153 -0.501
H 1.47728 -4.10642 1.26302 0.452 -0.785 0.604
H -0.10051 -3.80669 0.63136 -0.806 -0.576 -1.076
H 0.33540 -2.86890 1.88849 0.310 0.261 1.275
H 3.26240 -3.30484 0.66749 1.014 -0.024 -0.517
H 3.38818 -1.46391 0.09300 0.890 -1.120 0.585
H 2.86920 -2.01581 1.82884 0.353 -0.232 -1.899
H 0.82614 -3.55562 -1.42430 -1.696 -1.380 -0.219
H 2.43917 -3.29602 -1.63366 0.031 0.622 0.626
H 1.26926 -2.07419 -2.20711 0.458 -0.721 2.013
```
Forces are in eV/Å.

***

DFT (ωB97M-V/def2-TZVPD) results for a 2-piece molecular cluster, C10H22NO10S2 overall in a non-equilibrium geometry.

Output
- DFT total energy (eV) = -54356.92789
- F_max (eV Å⁻¹) = 6.75
- HOMO (Eh) = -0.2284
- charge = -1
- multiplicity = 1
- M (g mol⁻¹) = 380.42

The geometry in XYZ format:
```
45
Properties=species:S:1:pos:R:3:forces:R:3
C 4.49108 -2.63195 0.87786 0.436 -1.093 0.272
C 4.89377 -2.28827 -0.67405 -0.911 -0.365 -0.270
C 4.48631 -0.77294 -1.16406 0.362 0.497 -0.461
C 5.10875 0.43529 -0.23897 0.117 -0.878 0.132
O 4.16152 1.59428 -0.32774 -0.336 -0.715 1.623
S 3.10817 1.60779 1.03071 -0.250 -2.043 5.548
O 3.95692 1.97027 2.31049 -2.452 -0.425 -5.074
O 2.54525 0.18044 1.26069 1.561 3.863 -1.893
N 1.82169 2.79152 0.92629 0.372 -3.063 -1.597
S 0.57301 2.28609 -0.20127 0.044 5.493 -3.929
O 1.22202 2.13552 -1.59753 -1.995 -1.249 4.258
O -0.42892 3.50070 -0.30075 3.015 -4.672 1.565
O -0.35346 0.95335 0.31726 1.938 0.443 -2.066
C -0.20089 -0.21647 -0.56120 -0.848 -2.477 -0.202
C -1.50154 -1.20988 -0.21571 -0.279 0.645 -1.065
C -1.17720 -2.80229 -0.43203 -0.857 -0.387 0.417
O -2.02086 -0.87024 1.12995 0.510 -2.153 -0.676
H 3.33505 -2.82954 1.05004 2.439 0.793 -0.533
H 4.88402 -1.85345 1.66495 -0.934 -1.432 -1.706
H 5.02300 -3.66798 1.13902 -1.088 2.150 -0.495
H 6.03033 -2.56696 -0.86816 -2.287 0.912 0.485
H 4.27199 -3.03574 -1.36498 1.360 1.545 1.431
H 3.31598 -0.59218 -1.23333 2.502 -0.613 0.447
H 4.89643 -0.59436 -2.26977 -0.850 -0.495 2.316
H 5.21583 0.16704 0.89571 -0.193 0.314 -2.249
H 6.19065 0.73329 -0.64348 -2.581 -0.198 0.832
H -0.30133 0.02014 -1.71433 0.515 -0.112 2.519
H 0.75625 -0.87286 -0.32901 -1.626 1.918 -0.356
H -2.33224 -0.89022 -1.00997 1.536 -0.800 1.869
H -0.21292 -3.17041 0.13998 -1.781 0.941 -1.343
H -1.17413 -3.12348 -1.58180 0.282 0.930 2.567
H -2.08119 -3.41990 0.04396 1.806 1.364 -1.000
H -2.11642 -1.69970 1.68815 0.335 1.434 -1.291
C -7.56995 0.96992 -0.67255 -0.149 -0.162 -0.234
O -6.87482 1.69069 0.34303 0.582 0.030 -0.044
C -5.52796 1.72419 0.18147 0.975 0.042 -0.045
O -4.90174 1.20494 -0.72912 -1.121 0.675 1.224
O -4.99853 2.43554 1.20866 -1.204 -0.735 -0.941
C -3.57776 2.55457 1.16911 0.980 0.060 -0.079
H -8.63831 1.00813 -0.44315 0.260 0.157 0.204
H -7.41130 1.43292 -1.65183 0.115 -0.196 0.141
H -7.25756 -0.07930 -0.68381 0.073 0.222 -0.127
H -3.25960 3.08101 0.26344 0.021 -0.259 0.147
H -3.10583 1.56869 1.23146 -0.054 0.182 -0.192
H -3.26356 3.14177 2.03636 -0.343 -0.092 -0.129
```
Forces are in eV/Å.